60
Properties=species:S:1:pos:R:3:forces:R:3 method="wB97M-V/def2-TZVPD" de_lowest_kcal_mol=8.45 homo_ev="-11.21 / -11.21" lumo_energy_ev="-5.75 / -5.78" s_squared=0.76 multiplicity=2 charge=+1
Pd 1.321019 1.033016 -0.013048 -0.072 0.885 0.351
Br -3.072599 6.589367 1.277509 -0.012 0.020 0.050
C -1.969325 5.320254 0.494021 0.011 -0.054 -0.368
C -1.974986 5.211036 -1.011135 0.000 0.002 0.367
Br -3.047743 6.385651 -1.967007 -0.019 -0.005 -0.046
C -1.241139 4.290342 -1.669819 0.140 -0.102 0.198
Br -1.200486 4.059568 -3.513442 0.012 0.093 -0.049
C -0.406188 3.375920 -0.900227 -0.123 0.022 0.216
O 0.260253 2.490298 -1.394129 0.243 0.020 -0.132
C -0.350538 3.529018 0.646301 0.064 0.022 -0.309
O 0.420327 2.799288 1.237185 -0.421 0.113 -0.167
C -1.199934 4.531415 1.274512 0.105 -0.152 -0.180
Br -1.131924 4.590174 3.132587 -0.029 0.042 0.068
Cl 6.224924 -3.968784 4.688794 -0.016 0.034 -0.018
C 5.261668 -2.919050 3.709163 0.035 -0.036 0.044
C 4.122943 -2.340935 4.254108 0.005 0.004 -0.011
C 3.346052 -1.515845 3.463138 -0.007 -0.007 -0.012
C 3.712827 -1.270285 2.142428 0.014 0.014 0.009
C 4.864970 -1.846807 1.613306 0.015 0.018 0.026
C 5.645067 -2.676372 2.397310 -0.018 0.019 -0.012
C 2.872698 -0.426194 1.283147 -0.012 -0.091 -0.076
O 3.190969 -0.136595 0.102163 0.036 -0.330 -0.128
O 1.742018 0.017850 1.725598 0.241 -0.149 0.035
H 3.857427 -2.540461 5.282296 -0.003 -0.012 -0.001
H 2.453054 -1.057680 3.865218 -0.006 -0.005 -0.005
H 5.141216 -1.638792 0.588784 -0.008 -0.005 -0.006
H 6.542170 -3.133214 2.004978 -0.001 -0.010 0.000
C -1.290859 0.297028 2.266924 0.040 -0.024 0.069
Ge -0.715518 -0.216562 0.496894 -0.228 -0.466 0.087
C -0.318816 -2.099425 0.343916 0.022 -0.136 0.075
C -1.351939 -2.938585 0.766722 0.002 0.013 -0.034
C -1.193978 -4.317007 0.742060 -0.019 -0.002 0.001
C -0.000771 -4.869243 0.303405 0.022 0.009 -0.014
C 1.029222 -4.042911 -0.124386 -0.032 -0.033 0.017
C 0.870097 -2.665756 -0.106865 0.057 0.103 -0.091
C -1.910623 0.477389 -0.852730 0.034 0.249 -0.136
C -3.047213 1.113523 -0.410806 0.005 0.047 0.006
C -4.006220 1.615882 -1.320652 0.055 0.036 0.022
C -3.797293 1.483890 -2.661319 0.012 -0.007 -0.025
C -2.630632 0.851017 -3.162455 -0.089 -0.001 -0.048
C -2.405835 0.728892 -4.555584 -0.003 -0.001 0.022
C -1.273197 0.134042 -5.028488 0.033 -0.021 0.026
C -0.308852 -0.367788 -4.126354 -0.030 0.033 -0.019
C -0.505043 -0.263322 -2.779898 0.011 0.000 0.014
C -1.669816 0.349133 -2.255477 -0.019 -0.167 0.065
H -2.128276 -0.361982 2.508529 -0.014 0.048 0.092
H -1.613746 1.332966 2.340419 -0.021 -0.007 -0.028
H -0.485240 0.123188 2.975671 0.002 -0.033 -0.015
H -2.297136 -2.529185 1.109368 0.008 0.008 0.023
H -2.002740 -4.957509 1.067876 -0.003 0.006 0.004
H 0.124925 -5.943641 0.290589 0.004 -0.001 -0.002
H 1.959836 -4.471695 -0.472015 0.003 0.006 -0.008
H 1.684447 -2.042993 -0.460441 -0.012 0.010 0.035
H -3.241460 1.218779 0.650749 0.013 0.009 0.010
H -4.898501 2.101069 -0.947616 -0.016 -0.024 0.008
H -4.524555 1.863639 -3.368918 0.001 0.007 -0.006
H -3.149512 1.119776 -5.239238 -0.015 -0.013 0.000
H -1.112006 0.035905 -6.093466 0.009 0.014 -0.005
H 0.585950 -0.841480 -4.507314 0.000 -0.006 -0.004
H 0.240559 -0.669216 -2.102839 -0.009 -0.007 0.012

62
Properties=species:S:1:pos:R:3:forces:R:3 method="wB97M-V/def2-TZVPD" homo_ev=-12.19 lumo_energy_ev=-3.91 charge=+1
C 1.644194 -0.118912 0.081015 -0.498 -0.963 0.129
Si 0.586964 0.298294 -1.525301 5.494 -0.712 -0.431
C 1.337899 1.991740 -2.166890 -1.041 -0.380 0.597
C 0.884435 -1.178448 -2.717086 -0.489 -0.237 -2.069
N -1.095371 0.515546 -0.938173 -0.749 1.404 0.300
C -1.452764 -0.414628 0.244289 -1.797 2.218 1.960
O -2.903149 -0.065776 0.416188 1.726 -0.285 -2.176
C -3.388456 -0.108946 -0.971950 1.786 -2.183 -0.492
B -4.976208 0.100497 -1.316767 -3.667 -0.566 -0.825
O -5.667773 -1.063839 -1.969473 3.436 2.217 1.143
O -5.810047 1.284124 -1.048092 3.702 -2.223 0.866
C -2.249039 0.706428 -1.887488 -2.060 -1.871 0.304
Br -2.386132 -0.247759 -3.622678 1.540 -1.561 1.338
P -2.952760 2.437150 -2.262699 0.095 2.866 0.428
O -1.767275 3.704719 -2.152649 -0.220 -2.922 -1.688
I -3.592463 2.382435 -4.685979 0.006 1.356 0.677
H 1.257333 -1.166991 0.500551 0.858 2.230 -0.585
H 1.581865 0.742920 0.876122 0.127 -2.094 -1.589
H 2.767743 -0.303259 -0.267646 -2.577 0.633 0.745
H 1.292523 2.713297 -1.218844 0.234 -1.246 -2.317
H 0.650821 2.339060 -3.048482 1.713 -0.205 1.469
H 2.442214 1.733508 -2.474699 -2.216 0.674 0.488
H 2.054225 -1.361908 -2.873028 -2.582 0.403 0.746
H 0.496034 -0.837196 -3.792877 0.832 -0.855 2.206
H 0.292258 -2.160443 -2.467214 1.335 1.806 -0.383
H -1.037420 1.474284 -0.474152 -0.032 -1.204 -0.498
H -1.231616 -1.556482 0.132114 -0.380 2.336 -0.106
H -0.975273 0.191300 1.134475 -0.539 -2.234 -1.493
H -3.110580 -1.229520 -1.277366 -0.886 2.161 0.334
H -4.981521 -1.753704 -2.256258 -1.555 1.451 0.706
H -5.266764 1.889228 -0.437560 -1.267 -1.043 -1.435
H -1.142492 3.608217 -2.933297 -0.746 0.484 1.251
C 3.587117 2.554134 4.331165 0.760 0.298 1.091
C 2.159056 2.226221 4.057640 -0.770 0.491 0.619
O 2.084362 2.227752 2.650053 0.680 -0.511 -0.245
C 3.328457 1.865407 2.228617 1.544 -0.647 -2.458
O 3.585518 1.491012 1.096532 -0.218 1.288 2.738
O 4.252861 1.965239 3.232103 -0.812 -0.353 -1.159
F 1.342909 3.195701 4.528463 -0.214 -0.111 0.026
H 3.780563 3.632061 4.337486 -0.274 -0.089 -0.014
H 3.937918 2.129245 5.275516 0.053 -0.028 -0.279
H 1.840772 1.251364 4.442177 -0.127 0.162 0.003
C 5.937712 -2.589849 -1.481322 0.024 -1.374 0.289
C 6.765813 -1.419124 -1.074687 1.085 0.026 0.126
O 6.339306 -0.395610 -1.944971 -1.260 -0.230 0.043
C 5.042038 -0.694776 -2.235260 -1.494 1.611 -1.176
O 4.252929 0.091690 -2.731897 1.480 -1.761 1.047
O 4.730146 -1.982479 -1.894647 -0.171 1.267 -0.295
F 8.077468 -1.653484 -1.303374 0.062 0.088 0.159
H 6.370966 -3.144154 -2.320622 0.150 0.214 0.120
H 5.764479 -3.284012 -0.654570 -0.161 0.168 -0.165
H 6.618675 -1.104352 -0.036040 0.182 0.031 -0.096
C -5.361953 -1.239642 2.280449 -0.569 1.106 -0.452
C -5.374305 -2.709416 2.032834 0.013 -0.462 -0.395
O -4.470777 -3.212554 2.990630 -0.425 0.517 0.371
C -4.536456 -2.338203 4.033639 1.226 -0.324 3.407
O -4.112712 -2.574742 5.152728 -0.988 0.662 -2.909
O -5.142627 -1.165472 3.674846 0.396 -0.847 0.385
F -4.893226 -2.995195 0.802162 0.085 -0.206 -0.441
H -4.546760 -0.728715 1.757186 -0.079 -0.329 0.007
H -6.307376 -0.763740 2.006435 0.092 -0.051 0.234
H -6.354277 -3.179241 2.168623 0.149 -0.062 -0.186

13
Properties=species:S:1:pos:R:3:forces:R:3 method="wB97M-V/def2-TZVPD" de_lowest_kcal_mol=90.32 homo_ev=-9.01 lumo_energy_ev=0.60 charge=0
H 2.971611 -0.574822 -0.731662 1.076 0.191 -0.525
N 2.301322 0.139768 -1.012496 -2.011 -1.786 2.919
C 1.377517 -0.162320 -0.152292 -3.058 1.699 0.460
N 1.175610 -0.969275 1.026609 -0.670 -1.808 -5.422
O -0.171272 -1.309574 1.298062 -0.404 2.342 -0.649
C -0.877016 -0.262848 0.620810 1.587 -0.929 1.760
C -2.127162 0.188137 0.447267 -1.725 -0.569 -3.015
N -2.101094 0.960629 -0.817885 4.039 0.088 1.756
C -0.756929 1.107392 -1.084112 -3.684 -1.507 1.928
N 0.017724 0.420062 -0.144009 0.389 0.255 -2.745
H 1.681675 -0.842095 1.790264 2.560 0.744 4.096
H -3.120019 -0.249505 0.709356 1.329 0.596 0.194
H -0.371968 1.554450 -1.949911 0.570 0.685 -0.757

11
Properties=species:S:1:pos:R:3:forces:R:3 method="wB97M-V/def2-TZVPD" de_lowest_kcal_mol=0.00 homo_ev=-14.00 lumo_energy_ev=-3.16 smiles=Oc1c[nH]c(F)[nH+]1 charge=+1
O 1.854020 1.197334 0.000004 0.273 0.515 0.000
C 0.787413 0.432410 0.000003 -0.098 -1.448 0.000
C 0.570362 -0.919825 0.000007 0.955 0.694 0.000
N -0.795786 -1.108678 0.000003 -0.686 0.460 0.000
C -1.379440 0.076040 0.000000 -0.315 -0.137 0.000
F -2.657837 0.280813 -0.000003 0.380 -0.016 0.000
N -0.454741 1.037180 -0.000001 -0.201 -0.007 0.000
H 2.690829 0.710755 -0.000026 -0.186 -0.053 0.000
H 1.260498 -1.738490 0.000009 0.084 -0.097 0.000
H -1.265361 -2.007762 0.000007 -0.067 0.222 0.000
H -0.609957 2.040228 0.000000 -0.140 -0.134 0.000

So what do the calculations give for calculated total energy? Going down the list: -392289.321, -148199.750, -12216.593, -10914.023 eV.